No. 1
{"formula": "C19H14FeN2O3", "method": "ωB97M-V with the def2-TZVPD basis set", "elements": ["Fe", "O", "O", "O", "N", "N", "C", "C", "C", "C", "C", "C", "C", "C", "C", "C", "C", "C", "C", "C", "C", "C", "C", "C", "C", "H", "H", "H", "H", "H", "H", "H", "H", "H", "H", "H", "H", "H", "H"], "positions_angstrom": [[1.9914, -1.2931, -2.1295], [4.2149, 0.3114, -1.0418], [4.1805, -3.1847, -2.7715], [2.1172, -2.4926, 0.5278], [1.6606, 0.4872, 1.4132], [-2.1920, -1.6905, 1.6918], [0.4468, 0.0060, -1.7273], [3.3075, -2.4316, -2.6492], [0.5536, 0.4179, 1.8182], [0.9000, -1.7997, -4.0039], [-2.6237, 1.3865, 3.6274], [-1.2928, 1.4358, 3.1254], [-0.4942, 2.5722, 3.4290], [-1.5416, -0.7544, 1.9763], [-1.0303, 3.6401, 4.1468], [1.0803, 0.3664, -2.9498], [-0.7593, -2.1778, -2.1071], [-0.8959, -0.6799, -1.7657], [3.2377, -0.1701, -1.4420], [-2.3584, 3.5997, 4.5964], [-0.7645, 0.3782, 2.2829], [0.5599, -2.4673, -2.7728], [-3.1425, 2.4631, 4.3474], [1.9133, -1.9525, -0.4816], [0.9601, -0.4217, -4.1227], [0.6413, 0.6076, -0.8358], [0.8657, -3.5197, -2.6852], [0.5385, 2.6094, 3.0760], [-1.5961, -2.4805, -2.7560], [1.1684, -2.4406, -4.8569], [-2.7781, 4.4497, 5.1416], [-1.3947, -0.5786, -0.7893], [-4.1699, 2.4206, 4.7140], [1.6130, 1.3159, -3.0011], [-3.2418, 0.5070, 3.4310], [-0.8705, -2.7865, -1.1963], [-0.4072, 4.5112, 4.3523], [1.1538, 0.0326, -5.0982], [-1.5510, -0.1968, -2.5138]], "relative_energy_ev": 0.000, "energy_ha": -2331.13324, "orbital_gap_ev": [3.526, 5.352], "total_charge": -2, "e_homo_ev": [1.76, -1.62], "multiplicity": 5}

No. 2
{"formula": "C2H6N3O", "method": "ωB97M-V with the def2-TZVPD basis set", "elements": ["O", "N", "N", "N", "C", "C", "H", "H", "H", "H", "H", "H"], "positions_angstrom": [[2.5505, 0.1095, -0.5235], [2.2209, -1.0591, -0.1165], [-3.1951, -0.3795, -0.3891], [0.6935, 0.2327, 0.6963], [1.6858, 1.0511, 0.0100], [1.1654, -0.9799, 0.7020], [1.5007, 1.5442, -0.9405], [-2.8741, -0.6419, -1.3491], [-3.9320, 0.3277, -0.4618], [-2.4895, -0.2547, 0.3129], [1.9480, 1.8279, 0.8461], [0.7257, -1.7780, 1.2132]], "relative_energy_ev": 6.658, "energy_ha": -318.85765, "orbital_gap_ev": [3.620, 3.620], "total_charge": 1, "e_homo_ev": [-12.43, -12.43]}

No. 3
{"formula": "CH9NO5", "method": "ωB97M-V with the def2-TZVPD basis set", "elements": ["O", "O", "O", "O", "O", "N", "C", "H", "H", "H", "H", "H", "H", "H", "H", "H"], "positions_angstrom": [[1.4695, 1.6275, -0.0996], [2.5422, -1.0105, -1.5541], [-0.0198, -1.5013, -1.1487], [-0.4317, -0.4961, 0.8950], [-1.0841, 2.0243, 2.6754], [-2.1449, -0.6220, -0.6453], [-0.7486, -0.9550, -0.3662], [0.1017, 0.2856, 0.6353], [-2.8687, -0.6571, 0.0577], [2.4718, 1.3114, 0.0232], [1.7126, -0.8952, -1.0301], [-2.1281, -0.0430, -1.4519], [-1.5895, 1.5056, 3.2953], [2.0926, -1.0702, -2.4163], [-1.6075, 1.9304, 1.7738], [1.5132, 2.5649, -0.3160]], "smiles": "NC(=O)O.O.O.O", "relative_energy_ev": 1.906, "energy_ha": -474.43509, "orbital_gap_ev": 10.506, "e_homo_ev": -10.28}

No. 4
{"formula": "C2H4N2OS2", "method": "ωB97M-V with the def2-TZVPD basis set", "elements": ["S", "S", "O", "N", "N", "C", "C", "H", "H", "H", "H"], "positions_angstrom": [[-0.4606, 0.3596, -0.0293], [-0.1384, -2.2185, 1.7609], [0.6291, 3.0848, -0.5285], [0.6519, -2.1952, 0.1145], [0.0665, 2.4425, -1.6330], [-0.4906, 1.3443, -1.4362], [0.4611, -1.0461, -0.5034], [-0.8570, -0.9918, 2.0805], [0.2008, 2.4983, 0.2911], [1.1319, -0.7613, -1.2857], [-0.7759, 0.7982, -2.2955]], "smiles": "O/N=C\\S/C=N\\S", "relative_energy_ev": 4.468, "energy_ha": -1059.57909, "orbital_gap_ev": 9.248, "e_homo_ev": -9.36}

No. 5
{"formula": "C4ClO12Zr2", "method": "ωB97M-V with the def2-TZVPD basis set", "elements": ["Zr", "Zr", "Cl", "O", "O", "O", "O", "O", "O", "O", "O", "O", "O", "O", "O", "C", "C", "C", "C"], "positions_angstrom": [[-4.6735, -18.2038, -16.2124], [-2.4003, -20.6852, -13.2366], [-2.6244, -20.9312, -10.5945], [-3.9123, -19.3298, -12.6819], [-2.7255, -17.6479, -16.6281], [-0.9333, -20.2964, -17.0531], [-1.5470, -21.0548, -15.0110], [-4.6025, -18.0218, -14.0286], [-3.9288, -16.2056, -15.8408], [-2.2000, -16.3302, -14.9718], [-8.7488, -18.4919, -15.0844], [-4.0724, -19.6882, -14.4390], [0.0858, -21.9534, -16.2972], [-6.7146, -18.4369, -15.7272], [-7.9146, -20.0575, -16.4822], [-4.8647, -19.1610, -13.5162], [-2.6085, -16.4972, -16.1883], [-0.8601, -21.0973, -16.1153], [-7.9405, -18.9809, -15.8854]], "energy_ha": -1609.34450, "orbital_gap_ev": 3.285, "total_charge": -1, "e_homo_ev": -5.08}

No. 6
{"formula": "C2H6DyO2", "method": "ωB97M-V with the def2-TZVPD basis set", "elements": ["Dy", "O", "O", "C", "C", "H", "H", "H", "H", "H", "H"], "positions_angstrom": [[-0.8698, -1.1504, 2.4977], [-0.0738, 0.4602, 0.8958], [0.0672, -2.8351, 3.5288], [0.5821, 0.3014, -0.3899], [-0.4038, 0.3664, -1.5287], [0.1831, 1.3127, 1.2898], [-1.1635, -0.4215, -1.4448], [-0.8989, 1.3467, -1.5710], [1.0842, -0.6808, -0.3311], [1.3549, 1.0761, -0.4735], [0.1385, 0.2243, -2.4731]], "relative_energy_ev": 3.240, "energy_ha": -1114.52846, "orbital_gap_ev": [8.644, 7.212], "total_charge": 2, "e_homo_ev": [-20.09, -20.08], "multiplicity": 7}